Density functional theory data (wB97M-V/def2-TZVPD) for a structure of composition C17H15AgF6IN2O2PSbSe2Te2.

Structure (XYZ):
```
50
Properties=species:S:1:pos:R:3
Ag 0.7085 -0.3786 1.6393
Se -0.3612 1.8414 3.3867
Te -0.5224 0.6251 5.4511
Te 3.2870 1.0743 4.8144
Se 2.0378 1.7657 2.7826
O 1.5471 -4.4674 -0.1732
C 1.5077 -3.2290 -0.1843
O 2.2669 -2.4017 0.3798
C 0.3375 -2.6031 -1.0023
P 0.2158 -0.8151 -0.6691
C 1.4091 -0.0492 -1.8273
C 2.7689 -0.0940 -1.5156
C 3.6975 0.4878 -2.3644
C 3.2843 1.1311 -3.5234
C 1.9338 1.1885 -3.8325
C 1.0004 0.6002 -2.9891
C -1.3888 -0.2999 -1.3582
C -1.9339 0.9001 -0.9045
C -3.1442 1.3620 -1.4019
C -3.8265 0.6133 -2.3511
C -3.2981 -0.5876 -2.8047
C -2.0817 -1.0411 -2.3144
H -0.5998 -3.0841 -0.7126
H 0.5000 -2.8070 -2.0632
H 3.0836 -0.6095 -0.6168
H 4.7498 0.4447 -2.1116
H 4.0126 1.5956 -4.1777
H 1.5999 1.7006 -4.7267
H -0.0529 0.6647 -3.2321
H -1.4166 1.4879 -0.1541
H -3.5428 2.3018 -1.0450
H -4.7749 0.9682 -2.7363
H -3.8323 -1.1726 -3.5444
H -1.6680 -1.9724 -2.6805
I 1.6730 -6.3049 3.2776
C 1.5428 -4.2611 3.4509
C 2.4009 -3.4267 4.1324
N 1.9494 -2.1811 3.9454
N 0.8480 -2.1512 3.1852
C 0.5968 -3.4139 2.8647
H 3.2833 -3.6306 4.7132
H 2.3478 -1.3029 4.3008
H -0.2230 -3.6678 2.2142
F -1.8483 3.6565 0.6514
Sb -3.1233 5.0324 0.9346
F -4.2868 4.2012 -0.3237
F -3.9220 4.0178 2.3188
F -4.4245 6.3892 1.1889
F -1.9740 5.8673 2.1822
F -2.3441 6.0352 -0.4734
```

Values from the calculation:
Total charge ... -2
Calculated total energy ... -214466.6636 eV
ΔE to the lowest compared entry with this formula, charge and spin ... 80.35 kJ/mol
⟨S²⟩ ... 0.7568
Largest force on an atom ... 0.3 eV Å⁻¹
2S+1 ... 2
LUMO (spin up / spin down) ... 3.47 / 2.69 eV